C27H44BrMgN6O2Se | the ωB97M-V functional and the def2-TZVPD basis

Results
Charge: +1
HOMO level: -10.35 eV
Lowest unoccupied orbital energy: -2.0 eV
Max |F|: 0.1 eV Å⁻¹
Energy relative to the best compared isomer or geometry (same formula, charge and spin): 1.2 kcal per mole
Spin multiplicity: 1

```
82
Properties=species:S:1:pos:R:3:mulliken_charge:R:1
Mg 0.58491 0.19314 -0.07948 1.9616
N 2.20352 -0.94515 0.99572 -0.6371
C 1.84280 -1.18095 2.40390 -0.7981
C 0.33113 -1.31842 2.54294 -0.6282
N -0.40326 -0.21815 1.89543 -0.3376
C -0.52630 1.03095 2.66241 -0.5827
C 0.67284 1.95243 2.46841 -0.8316
N 0.96327 2.09933 1.03471 -0.4606
H 3.16499 -0.63044 0.92253 0.2440
H 2.14352 -1.81530 0.47251 0.2640
H 2.31512 -2.07786 2.81193 0.4691
H 2.20744 -0.34223 2.99328 0.2934
H 0.01581 -2.24112 2.05095 0.3171
H 0.07261 -1.40210 3.60422 0.4716
H -1.33628 -0.55487 1.68993 -0.0077
H -1.41574 1.54536 2.29154 0.2908
H -0.67531 0.83763 3.73034 0.4342
H 0.46034 2.90958 2.95081 0.4720
H 1.55800 1.54982 2.95599 0.2783
H 0.31026 2.75911 0.62126 0.2342
H 1.88817 2.48812 0.87350 0.2490
C -7.16733 0.48604 -0.67201 -1.1400
C -6.05270 1.39533 -1.17526 -0.2694
C -4.87654 1.52836 -0.21154 -0.7188
C -4.02683 0.26908 -0.06087 -0.6209
N -3.44864 -0.17988 -1.32222 1.5235
C -2.42695 0.41787 -1.96676 -0.9329
Se -1.43339 1.85564 -1.32957 -0.2122
N -2.22106 -0.22831 -3.12922 1.5750
C -1.20288 0.11850 -4.11108 -0.4857
C -1.63453 1.27584 -5.00599 -0.6365
C -2.81686 0.95720 -5.91858 -0.1469
C -2.45719 0.02652 -7.07113 -1.3112
C -3.10828 -1.29227 -3.22490 0.4299
C -3.26029 -2.28448 -4.18283 -0.4984
C -4.21894 -3.24936 -3.94117 -0.9454
C -4.99549 -3.23029 -2.77805 -1.0559
C -4.84294 -2.24166 -1.82336 -0.9203
C -3.88716 -1.26569 -2.07280 0.5945
H -8.01797 0.49806 -1.35281 0.3783
H -7.52192 0.81203 0.30773 0.3407
H -6.84534 -0.55153 -0.58258 0.1801
H -6.45910 2.39424 -1.34557 0.4545
H -5.69411 1.05003 -2.15076 0.0707
H -5.24494 1.79501 0.78328 0.6018
H -4.22182 2.33895 -0.53420 0.1802
H -4.60929 -0.56212 0.33481 0.8026
H -3.20216 0.46358 0.62770 -0.8109
H -0.98810 -0.78616 -4.67921 0.6372
H -0.30342 0.37423 -3.55535 -0.7827
H -0.77353 1.56782 -5.61849 0.4523
H -1.86489 2.12893 -4.36428 0.2424
H -3.20392 1.89368 -6.32495 0.4309
H -3.63242 0.52932 -5.32753 0.1110
H -1.68747 0.47412 -7.70310 0.3681
H -3.32456 -0.17610 -7.69848 0.3808
H -2.07744 -0.93612 -6.72440 0.2546
H -2.64210 -2.32488 -5.06822 0.4127
H -4.35670 -4.04878 -4.65543 0.4990
H -5.72664 -4.01104 -2.61922 0.4330
H -5.43559 -2.24897 -0.92002 0.4904
N 2.36685 1.16108 -4.14138 -0.5993
C 2.64371 2.37363 -3.37613 -0.3563
C 2.57016 2.07830 -1.88590 0.3597
O 2.93095 2.81298 -1.01339 -0.6271
O 1.99879 0.88149 -1.62349 -0.5387
H 1.77671 1.34195 -4.94150 0.2024
H 1.82741 0.48426 -2.52061 0.0716
H 3.21507 0.72047 -4.47450 0.2056
H 1.86745 3.11831 -3.56400 0.2573
H 3.60200 2.84741 -3.58726 0.4314
Br -1.38134 -5.57528 -3.35057 -0.1384
C -0.82696 -3.98841 -2.46893 -0.3384
C 0.24218 -3.26429 -2.96607 -0.8421
C 0.63409 -2.10202 -2.30769 0.4937
C -0.00390 -1.59368 -1.16314 -0.4925
C -1.07537 -2.38461 -0.71733 0.0320
C -1.49159 -3.56050 -1.33560 -0.9440
H 0.77266 -3.61536 -3.84246 0.4818
H 1.50086 -1.59380 -2.73226 0.4838
H -1.64386 -2.08945 0.16623 0.2611
H -2.32722 -4.13014 -0.94864 0.5449
```